C11H23EuF5NO3P2Te as an isolated structure at a distorted geometry, computed with ωB97M-V/def2-TZVPD.

Its gap between HOMO and LUMO (alpha / beta) is 5.4 / 5.9 eV. Its total charge is +2. The value obtained for the electronic energy is -78179.90372 eV. The multiplicity is 7. For the strongest force on any atom, the calculation gives 3.61 eV Å⁻¹.

```
47
C11H23EuF5NO3P2Te (ωB97M-V/def2-TZVPD)
Eu -0.1266 -0.2161 1.5246
P -2.5438 0.4027 0.1800
C -2.1932 0.7581 -1.4671
C -0.8711 1.1819 -1.8547
N 0.2345 0.9098 -1.0667
C 1.4423 1.2714 -1.5088
C 1.6472 2.0220 -2.6747
C 0.5393 2.3483 -3.4678
C -0.7065 1.9098 -3.0656
C 2.7138 0.9251 -0.7120
P 2.4788 -0.5718 0.3306
H -1.6111 2.1109 -3.6453
H 2.6534 2.3344 -2.9219
H 0.6748 2.9288 -4.3783
H 3.5164 0.7646 -1.4417
H 2.9427 1.7874 -0.0687
H -2.1174 -1.3131 -3.0168
H -2.9622 0.9937 -2.1997
H -0.7990 -3.3311 -1.8884
O -1.9321 -2.2669 -3.1278
H -2.4270 -2.5320 -3.9242
H -0.4994 -2.3752 0.8810
O -0.4460 -3.7971 -1.0892
H 0.4009 -3.3816 -0.8683
C 3.0532 -1.9060 -0.7957
H 4.0972 -1.7867 -1.1219
H 2.9267 -2.8521 -0.2412
H 2.3815 -1.9250 -1.6704
C 3.8262 -0.4239 1.5994
H 3.7627 -1.3401 2.2168
H 4.8314 -0.3256 1.1424
H 3.6061 0.4333 2.2674
C -3.2109 1.8080 1.1300
H -4.2239 2.0629 0.7865
H -3.2097 1.5264 2.1944
H -2.5464 2.6837 1.0336
C -3.6093 -1.0384 0.3958
H -3.7137 -1.1792 1.4828
H -4.5834 -0.8803 -0.0783
H -3.0999 -1.9194 -0.0242
F -1.3199 1.9450 5.4083
Te -0.0615 0.7271 4.5349
F -0.0591 -0.5331 6.0491
F 1.5939 1.5246 5.0980
F 1.0897 -0.6655 3.6429
F -1.5276 -0.3899 3.5292
O -0.0118 1.5902 2.8918
```


The molecule C3H12N3OP at a distorted geometry, computed with ωB97M-V/def2-TZVPD.

The value obtained for the energy above the lowest of the compared OMol25 structures with the same formula, charge and spin is 47.5 kJ/mol. Its gap between HOMO and LUMO is 9.9 eV. Its total charge is 0. The value obtained for the electronic energy is -19111.90125 eV. Its SMILES is CC(C)NP(N)(N)=O. For the strongest force on any atom, the calculation gives 4.23 eV Å⁻¹.

```
20
C3H12N3OP (ωB97M-V/def2-TZVPD)
C -0.9270 -1.0733 0.8127
C -2.2249 1.0651 0.2063
C -0.8544 0.3954 0.5437
N 3.0763 1.2003 -0.3236
N 2.4993 -1.4787 -0.6374
N 0.1381 0.9002 -0.4412
O 2.1690 -0.3896 1.5583
P 2.0641 0.0108 0.1954
H -1.2552 -1.6720 -0.1368
H 0.1893 -1.4091 1.0143
H -1.5331 -1.4430 1.7056
H -2.5728 0.5239 -0.7078
H -2.0955 2.2413 -0.0610
H -3.0075 0.8719 1.0152
H -0.5012 0.8104 1.5800
H 2.7169 1.6213 -1.1914
H 3.1511 1.9153 0.3193
H 2.4336 -1.2511 -1.6669
H 1.5880 -2.0049 -0.6198
H 0.0091 0.3811 -1.2899
```


C27H42FIO7S as an isolated structure at a distorted geometry, computed with ωB97M-V/def2-TZVPD.

Its gap between HOMO and LUMO is 9.3 eV. Its total charge is 0. The value obtained for the electronic energy is -64658.24648 eV. For the strongest force on any atom, the calculation gives 4.84 eV Å⁻¹.

```
79
C27H42FIO7S (ωB97M-V/def2-TZVPD)
C -0.2334 -3.6433 1.4819
C -0.3933 -2.4484 1.4609
C -0.7319 -1.0086 1.1474
C -0.8407 -0.7881 -0.3990
C -2.3130 -1.0594 -0.8122
C -2.4191 -2.3030 -1.7764
O -3.1420 -0.0388 -1.3710
S -2.5423 1.3878 -1.7441
O -3.5734 2.3607 -1.4685
O -2.3808 1.4157 -3.1889
C -0.9203 1.7939 -0.8755
C -1.1773 2.0401 0.6439
C -2.5041 1.5764 1.1906
C -3.5926 1.1659 1.4979
C -0.5484 3.1203 -1.5855
I 1.5784 3.6494 -1.8434
C -0.9852 4.4977 -0.9386
C -2.4396 4.7590 -0.5222
C -0.0405 0.4359 -1.0601
C 1.3276 0.3834 -0.3015
C 2.7153 0.7060 -0.9298
C 3.7809 -0.4300 -0.6675
C 4.4255 -0.1696 0.7273
C 5.1859 -1.4281 1.2170
O 4.2007 -2.3205 1.7253
C 4.5332 -3.6919 1.5561
C 0.1443 -0.0558 -2.5403
C 1.1424 -1.2755 -2.7299
C 0.5480 0.9053 -3.6870
C 0.3889 0.1049 -5.0533
H -0.4221 -4.7012 1.5474
H -1.6721 -0.8498 1.7041
H 0.0115 -0.4202 1.7035
H -0.3333 -1.6993 -0.7593
H -2.8592 -1.4403 0.0713
H -3.3615 -2.2639 -2.3477
H -1.5325 -2.4185 -2.4176
H -2.4717 -3.2169 -1.1537
H -0.4573 1.5193 1.2997
H -1.1101 3.0730 1.0068
H -4.4246 0.6909 1.9854
H -0.9185 3.2278 -2.6163
H -0.6765 5.2939 -1.6370
H -0.3356 4.6558 -0.0526
H -2.5170 5.7704 -0.0793
H -2.8726 4.0583 0.2066
H -3.0947 4.7455 -1.4113
H 1.3293 0.8757 0.6891
H 1.4853 -0.6821 -0.0328
H 3.1479 1.5868 -0.4216
H 2.7620 0.9209 -2.0023
H 3.3291 -1.4355 -0.6979
H 4.5404 -0.3407 -1.4627
H 5.0992 0.6993 0.6382
H 3.6297 0.0696 1.4574
H 5.8805 -1.1407 2.0341
H 5.7541 -1.8421 0.3622
H 4.6958 -4.1918 2.5302
H 5.4229 -3.8673 0.9279
H 3.6755 -4.1831 1.0583
H -0.8024 -0.4952 -2.9044
H 2.0922 -0.9262 -3.1691
H 0.6986 -2.0608 -3.3633
H 1.4167 -1.7754 -1.7868
H 1.5938 1.2444 -3.7130
H -0.0832 1.7831 -3.8625
H -0.0175 0.7871 -5.8249
H -0.3324 -0.7217 -4.9740
H 1.3684 -0.2148 -5.4482
C -3.4998 -1.1982 4.8858
C -3.0255 -0.9303 6.2888
O -1.6241 -1.0889 6.1804
C -1.2995 -0.7565 4.8967
O -0.2014 -0.5195 4.5212
O -2.4039 -0.7247 4.1025
F -3.5062 -1.8520 7.1582
H -3.6519 -2.2619 4.6929
H -4.4156 -0.6619 4.6435
H -3.2518 0.0722 6.6583
```